The following is a DFT calculation (wB97M-V/def2-TZVPD) of a gas-phase ion, C4H10N5 (charge +1) at a distorted geometry.

Computed properties:
Energy = -11748.0865 eV
Net charge = +1

Last column: Mulliken charge in e.
Geometry (Å):
1 C -0.1325 -0.5518 -1.4087  -0.661
2 C -0.0666 -1.0489 0.0003  0.090
3 C 1.7590 1.7749 -1.5676  0.149
4 C -1.3503 -0.9651 0.8271  -1.210
5 N 1.2016 -0.4412 -1.9540  -0.804
6 N 1.7414 0.6270 -2.0325  0.365
7 N 2.3713 4.0372 -1.9311  -1.018
8 N 1.9695 2.9123 -1.8298  0.783
9 N 1.0903 -0.2210 0.6105  -0.318
10 H -0.7994 -1.2233 -2.0543  0.391
11 H -0.6381 0.4388 -1.4090  0.431
12 H 0.2961 -1.9893 0.0197  0.429
13 H 1.8322 -0.4601 -0.0776  0.416
14 H -1.3775 -1.8098 1.5224  0.377
15 H -2.2395 -1.0918 0.1415  0.312
16 H -1.4419 -0.1434 1.5585  0.355
17 H 1.8856 4.8619 -1.5823  0.276
18 H 0.9297 0.7550 0.7978  0.303
19 H 1.3407 -0.6182 1.5009  0.334